DFT (the ωB97M-V functional and the def2-TZVPD basis) results for C37H53NO19S5Zn as an isolated structure at a distorted geometry.

Geometry as XYZ:
```
116
Properties=species:S:1:pos:R:3:mulliken_charge:R:1
Zn 5.064 -3.155 -30.785 1.36
C 4.858 -7.753 -28.120 -0.82
C 4.582 -6.369 -28.347 0.39
C 4.250 -5.907 -29.865 -0.22
O 4.158 -4.694 -30.113 0.27
C 4.108 -6.999 -30.880 -0.16
C 4.329 -8.295 -30.521 0.27
C 4.699 -8.688 -29.084 0.00
O 4.660 -9.913 -28.650 -0.79
O 4.370 -9.126 -31.520 -0.76
O 4.710 -5.456 -27.546 -0.67
H 5.057 -7.943 -27.076 0.36
H 3.954 -6.710 -31.910 0.17
C 4.453 -4.717 -34.431 -0.97
C 4.872 -4.165 -33.182 0.81
C 6.148 -4.766 -32.468 0.34
O 6.679 -4.073 -31.599 -0.44
C 6.557 -6.121 -32.886 -0.90
C 5.949 -6.703 -33.967 0.34
C 5.053 -5.857 -34.878 0.34
O 4.745 -6.172 -36.077 -0.79
O 6.238 -7.972 -34.047 -0.79
O 4.400 -3.209 -32.585 -1.05
H 3.713 -4.200 -35.024 0.34
H 7.318 -6.625 -32.309 0.37
C 10.749 0.222 -29.516 -0.87
C 10.984 -0.166 -30.941 0.67
O 11.860 0.374 -31.589 -0.65
C 10.108 -1.246 -31.541 -0.18
H 9.683 0.279 -29.295 0.11
H 11.325 1.080 -29.171 0.37
H 10.978 -0.695 -28.972 0.27
H 10.243 -2.142 -30.936 0.34
H 10.489 -1.382 -32.553 0.36
H 9.110 -0.807 -31.511 -0.51
C 1.414 -5.506 -33.252 0.39
C 0.782 -5.004 -31.971 0.47
N 0.257 -4.600 -31.014 -0.61
H 1.520 -4.687 -33.963 -0.32
H 0.678 -6.198 -33.661 0.52
H 2.405 -5.934 -33.098 -0.26
C 2.545 -0.728 -34.996 0.18
C 1.455 -1.869 -35.141 -0.88
C 0.723 -2.037 -33.795 0.04
S 0.651 -0.335 -33.130 0.82
O 1.462 -0.317 -31.949 -0.37
O -0.678 0.213 -33.144 -0.80
C 1.684 0.424 -34.485 -0.85
H 3.121 -0.636 -35.917 0.54
H 3.280 -0.994 -34.236 -0.32
H 1.956 -2.787 -35.451 0.27
H 0.877 -1.578 -36.018 0.43
H 1.225 -2.682 -33.074 -0.55
H -0.269 -2.475 -33.905 0.64
H 2.090 1.370 -34.128 0.36
H 0.963 0.649 -35.270 0.39
C 4.397 2.576 -25.535 -0.69
C 4.507 2.680 -27.042 -0.72
C 5.626 1.811 -27.705 0.30
S 5.897 0.459 -26.372 0.93
O 7.222 0.658 -25.764 -0.80
O 5.547 -0.859 -26.887 -0.23
C 4.608 1.098 -25.154 -0.60
H 3.500 3.055 -25.140 0.39
H 5.223 3.069 -25.023 0.29
H 4.746 3.713 -27.295 0.45
H 3.517 2.576 -27.484 0.18
H 6.591 2.291 -27.862 0.67
H 5.195 1.276 -28.552 -0.74
H 4.694 0.810 -24.107 0.49
H 3.754 0.587 -25.599 0.12
C 6.051 1.140 -33.991 -0.08
C 5.461 2.128 -32.920 -0.85
C 5.000 1.203 -31.739 0.05
S 6.377 -0.033 -31.488 0.38
O 5.875 -1.400 -31.190 0.42
O 7.401 0.560 -30.605 -0.64
C 6.928 0.070 -33.238 -1.08
H 6.599 1.606 -34.810 0.43
H 5.197 0.587 -34.381 -0.21
H 4.650 2.719 -33.347 0.45
H 6.241 2.812 -32.585 0.34
H 4.222 0.500 -32.033 -0.20
H 4.773 1.709 -30.800 0.37
H 6.985 -0.902 -33.727 0.55
H 7.959 0.421 -33.190 0.51
C 7.975 -4.460 -26.003 -0.60
C 8.819 -5.026 -27.159 -0.83
C 8.028 -4.882 -28.491 -0.23
S 7.498 -3.126 -28.339 0.58
O 6.278 -2.839 -29.125 -0.10
O 8.707 -2.299 -28.577 -0.73
C 7.115 -3.326 -26.522 -0.16
H 8.536 -3.972 -25.206 0.32
H 7.296 -5.246 -25.675 0.23
H 8.990 -6.073 -26.913 0.41
H 9.814 -4.584 -27.210 0.24
H 7.144 -5.510 -28.601 -0.04
H 8.658 -4.947 -29.378 0.43
H 6.101 -3.717 -26.594 -0.04
H 7.036 -2.380 -25.986 0.50
C 1.648 -3.089 -27.439 -0.73
C 0.482 -2.176 -27.918 -0.66
C 1.025 -1.610 -29.300 -0.36
S 2.840 -1.297 -29.026 0.79
O 3.017 0.114 -28.712 -0.80
O 3.614 -1.947 -30.071 0.49
C 2.976 -2.296 -27.443 0.48
H 1.718 -4.082 -27.883 0.15
H 1.455 -3.497 -26.447 0.53
H 0.271 -1.342 -27.248 0.30
H -0.463 -2.684 -28.107 0.41
H 0.599 -0.705 -29.733 0.59
H 1.010 -2.439 -30.007 -0.28
H 3.068 -1.646 -26.573 0.31
H 3.884 -2.895 -27.510 -0.66
```

Its net charge is -2. The HOMO energy is -1.2 eV. For the total energy, the calculation gives -182211.39140 eV.

=====

DFT (the ωB97M-V functional and the def2-TZVPD basis) results for a 2-piece molecular cluster, C2H5ClO2S overall.

Geometry as XYZ:
```
11
Properties=species:S:1:pos:R:3:nbo_charge:R:1
C 0.544 -1.063 -0.333 -0.54
C 0.892 0.043 0.301 0.15
O 1.696 1.017 -0.185 -0.68
H 0.895 -1.282 -1.328 0.19
H -0.107 -1.783 0.122 0.22
H 0.552 0.280 1.298 0.17
H 1.992 0.773 -1.072 0.48
O -3.560 1.435 0.714 -0.83
S -3.607 0.600 -0.684 0.54
Cl -3.630 -1.334 -0.052 -0.20
H -2.651 1.567 1.017 0.49
```

The SMILES is C=CO.OSCl. For the relative energy (zero: lowest compared OMol25 entry of this formula, charge and spin), the calculation gives 8.0 kcal/mol. The HOMO energy is -9.1 eV. For the total energy, the calculation gives -29606.18467 eV.

=====

DFT (the ωB97M-V functional and the def2-TZVPD basis) results for C25H15F5N3O3Pd as an isolated structure at a distorted geometry.

Geometry as XYZ:
```
52
Properties=species:S:1:pos:R:3:nbo_charge:R:1
Pd 1.127 -0.519 0.051 0.82
N -4.548 8.177 -0.132 -0.34
C -3.924 7.211 -0.119 0.29
C -3.141 5.999 -0.104 -0.20
C -2.349 5.674 -1.201 -0.17
C -1.604 4.507 -1.183 -0.15
C -1.635 3.665 -0.075 -0.03
C -2.429 4.002 1.018 -0.19
C -3.183 5.162 1.008 -0.16
C -0.834 2.402 -0.072 0.19
C -1.317 1.381 -0.877 -0.02
C -2.470 1.404 -1.724 -0.23
C -2.516 0.189 -2.356 -0.33
C -1.391 -0.543 -1.881 0.03
N -0.688 0.150 -1.015 -0.52
C 0.290 2.391 0.761 -0.02
C 0.687 3.447 1.626 -0.22
C 1.749 2.986 2.368 -0.34
C 2.000 1.675 1.910 0.03
N 1.160 1.322 0.949 -0.47
H -2.322 6.332 -2.058 0.22
H -0.986 4.240 -2.030 0.23
H -2.449 3.344 1.877 0.23
H -3.805 5.423 1.854 0.22
H -3.159 2.227 -1.837 0.21
H -3.248 -0.155 -3.069 0.21
H -1.088 -1.548 -2.144 0.21
H 0.210 4.412 1.696 0.21
H 2.298 3.507 3.135 0.21
H 2.770 0.997 2.239 0.22
O 1.999 -4.713 -1.699 -0.65
C 1.210 -5.361 -0.799 0.41
C 0.992 -6.732 -0.917 -0.34
C 0.211 -7.407 0.006 -0.19
C -0.353 -6.718 1.070 -0.27
C -0.123 -5.358 1.186 -0.14
C 0.642 -4.651 0.263 -0.23
C 0.801 -3.166 0.494 0.77
O 1.015 -2.459 -0.561 -0.71
O 0.686 -2.721 1.641 -0.69
H 2.346 -5.364 -2.318 0.46
H 1.446 -7.268 -1.744 0.19
H 0.051 -8.472 -0.108 0.20
H -0.960 -7.236 1.801 0.20
H -0.528 -4.789 2.013 0.24
F 3.675 0.719 -0.318 -0.37
C 3.110 -0.540 -0.290 0.40
F 3.287 -1.054 -1.549 -0.36
C 4.080 -1.355 0.591 0.90
F 5.353 -1.264 0.142 -0.34
F 3.774 -2.652 0.625 -0.31
F 4.083 -0.898 1.856 -0.33
```

Its net charge is -1. For the relative energy (zero: lowest compared OMol25 entry of this formula, charge and spin), the calculation gives 3.7 kcal/mol. The HOMO energy is -5.0 eV. For the total energy, the calculation gives -53851.17218 eV.

=====

LUMO energy / Eh: 0.1060, 0.0105, 0.0670